{"formula": "C27H72ClN2O24PS", "method": "wB97M-V/def2-TZVPD", "symbols": ["C", "C", "H", "H", "C", "H", "C", "C", "H", "H", "H", "O", "H", "C", "O", "H", "O", "H", "H", "H", "H", "C", "O", "H", "H", "H", "O", "H", "H", "O", "H", "H", "H", "C", "H", "O", "O", "H", "N", "O", "H", "C", "H", "H", "C", "C", "H", "H", "H", "H", "H", "O", "H", "H", "H", "H", "H", "C", "C", "C", "H", "H", "H", "H", "H", "C", "O", "C", "P", "C", "C", "H", "H", "H", "O", "H", "O", "H", "H", "C", "O", "H", "H", "H", "O", "S", "H", "H", "O", "O", "H", "H", "H", "H", "H", "O", "O", "O", "O", "H", "H", "O", "H", "H", "H", "H", "H", "C", "C", "N", "C", "O", "H", "H", "C", "C", "C", "H", "O", "H", "H", "C", "Cl", "C", "H", "H", "H", "H"], "positions_angstrom": [[-1.250, 5.665, -4.493], [-11.371, -1.884, -2.266], [-13.390, -1.411, -2.884], [0.319, 4.279, -3.949], [4.161, -3.345, -5.548], [-2.669, 1.066, -0.651], [2.575, 2.685, -0.845], [0.696, 0.993, -0.178], [-2.788, 0.539, 6.016], [-5.574, 1.756, 5.588], [-7.034, 2.900, 0.626], [10.264, 1.927, 2.695], [10.126, 1.782, 4.725], [2.937, -2.473, -5.778], [4.028, -4.568, -6.266], [-5.228, 0.011, 5.684], [5.237, 2.252, 4.554], [7.233, -6.829, 4.992], [0.030, 6.703, -3.448], [0.346, 0.869, 3.074], [7.993, -7.850, 2.198], [-3.557, 1.287, 6.216], [-0.310, -1.639, 0.510], [-11.693, -1.457, -4.588], [-3.766, 3.265, -0.882], [6.242, -6.249, 2.602], [4.197, 1.114, 0.418], [2.222, -1.638, 1.058], [-6.016, 3.886, -1.821], [-4.837, 1.555, -1.259], [9.559, 1.314, 2.435], [-0.790, 5.999, -5.428], [-10.602, -2.631, -2.475], [-0.752, 1.070, 2.836], [5.966, -3.820, -0.700], [-1.308, 3.051, 1.482], [-7.373, 1.066, -5.255], [-7.748, -1.551, -4.850], [-0.731, 1.068, 0.219], [-4.515, 0.983, 4.023], [7.878, -8.452, 4.648], [9.853, 2.491, 3.935], [8.005, 3.145, 4.876], [3.267, 1.181, 4.814], [8.352, 2.727, 3.926], [-4.814, 0.985, 5.416], [-5.777, 1.325, -1.186], [4.364, -3.059, -0.531], [8.960, -6.706, 3.164], [5.071, -2.842, -5.883], [3.380, 2.179, 2.631], [7.680, 1.490, 3.682], [-11.451, 0.063, -2.350], [-11.572, -1.868, -1.191], [3.092, -4.812, -6.201], [10.398, 3.424, 4.090], [3.977, 3.702, 5.229], [1.216, 1.950, -1.372], [-1.628, 1.480, -0.900], [4.275, 3.269, 4.272], [-9.009, 0.511, -4.147], [2.247, 3.522, -0.143], [-4.574, 2.520, 0.519], [7.796, 0.937, 4.467], [5.618, 1.967, 3.711], [7.308, -7.613, 4.237], [-1.368, 3.889, -2.866], [-7.442, -0.976, -3.974], [0.894, -0.913, -0.489], [-5.892, 3.663, -0.760], [4.889, -4.011, -0.629], [-1.409, 4.694, -2.324], [6.207, -6.010, 0.465], [-13.042, -3.157, -2.803], [4.485, -4.629, -1.847], [1.848, 0.558, 1.613], [2.515, 1.625, 4.391], [-1.315, 1.036, -1.904], [1.553, 1.435, -2.334], [3.079, 2.648, 3.573], [7.169, -6.000, 2.451], [-5.740, -0.621, -3.089], [3.516, -5.147, 0.590], [-5.808, 4.601, -0.204], [-3.031, 2.550, 5.805], [0.504, -1.331, -2.340], [4.902, -4.485, 1.492], [-6.469, 0.722, -5.331], [-12.336, -2.171, -4.457], [5.978, -8.044, 3.947], [-7.583, 1.050, -3.225], [4.741, 4.045, 3.658], [6.042, -8.835, 3.396], [-1.323, 0.087, 2.726], [-1.723, 2.606, -1.025], [1.768, -3.182, -5.364], [-6.014, -0.997, -3.937], [2.372, -1.523, 0.084], [-7.068, 2.968, -0.337], [2.818, -2.254, -6.841], [8.077, 3.406, 3.116], [-0.930, 6.591, -3.453], [-1.226, 1.650, 3.692], [2.309, 3.395, 3.368], [-1.157, -1.516, 0.032], [0.583, 2.850, -1.654], [-2.336, 5.673, -4.606], [-0.767, 4.280, -4.098], [7.949, -7.073, 2.970], [1.760, 1.228, 0.841], [-0.949, 1.853, 1.443], [-10.843, -0.618, -2.667], [-1.023, 3.541, -4.860], [-3.761, 1.313, 7.290], [-12.630, -2.180, -3.064], [4.585, -4.928, 0.543], [-7.921, 0.462, -4.086], [-7.834, -1.459, -3.074], [5.258, -6.174, 0.357], [-3.871, 1.696, 3.890], [4.693, -5.571, -1.748], [-4.679, 2.775, -0.541], [3.771, 3.227, -2.103], [3.068, 1.575, 0.202], [1.796, -3.248, -4.399], [3.004, -1.533, -5.223], [-3.641, 3.232, 6.114], [4.261, -3.596, -4.486]], "mulliken_charge": [-0.54, -0.48, 0.25, 0.24, -0.06, 0.37, 0.08, 0.29, 0.24, 0.25, 0.31, -0.51, 0.26, -0.43, -0.53, 0.32, -0.54, 0.26, 0.31, -0.03, 0.27, -0.48, -0.52, 0.33, 0.02, 0.37, -0.61, 0.33, 0.31, -0.52, 0.34, 0.36, 0.25, -0.69, 0.23, -0.58, -0.57, 0.27, 0.52, -0.47, 0.34, -0.34, 0.29, 0.36, -0.36, -0.29, 0.32, 0.05, 0.30, 0.30, -0.22, -0.58, 0.26, 0.32, 0.35, 0.32, 0.35, -0.29, -0.68, -0.68, 0.14, 0.36, 0.12, 0.30, 0.32, -0.48, -0.39, -0.34, 0.18, -0.70, -0.12, 0.33, 0.36, 0.31, -0.48, 0.37, -0.54, 0.13, 0.50, 0.35, -0.50, 0.30, 0.30, 0.38, -0.51, -0.38, 0.31, 0.36, -0.52, -0.53, 0.03, 0.32, 0.31, 0.31, 0.09, -0.54, -0.52, -0.35, -0.52, 0.30, 0.26, -0.53, 0.23, 0.33, 0.36, -0.28, 0.27, -0.40, -0.37, 0.01, 0.41, -0.41, 0.31, 0.36, -0.28, -0.36, 0.09, 0.20, -0.62, 0.30, 0.34, 0.34, -0.19, -0.01, 0.31, 0.24, 0.30, 0.08], "total_charge": 0, "largest_force_ev_per_a": 4.1, "e_tot_ha": -4186.79410}